{
  "formula": "C19H57CrCuN4O12S",
  "method": "the ωB97M-V functional and the def2-TZVPD basis",
  "symbols": ["Cu", "Cr", "S", "O", "O", "O", "O", "C", "C", "C", "O", "H", "H", "H", "H", "H", "H", "H", "C", "C", "C", "O", "C", "N", "H", "H", "H", "H", "H", "H", "H", "H", "H", "H", "H", "C", "C", "C", "O", "C", "N", "H", "H", "H", "H", "H", "H", "H", "H", "H", "H", "H", "C", "C", "C", "O", "C", "N", "H", "H", "H", "H", "H", "H", "H", "H", "H", "H", "H", "C", "C", "C", "O", "C", "N", "H", "H", "H", "H", "H", "H", "H", "H", "H", "H", "H", "O", "H", "H", "O", "H", "H", "O", "H", "H"],
  "xyz": [[0.8852, -1.1262, 4.8799], [-1.1526, 1.5438, 4.0381], [0.6094, 1.0687, 6.8225], [-0.2081, 0.8148, 5.6456], [1.4272, -0.1280, 6.9898], [1.4768, 2.1677, 6.6540], [-0.2046, 1.4401, 7.9641], [-1.3573, -1.7013, 1.2874], [-0.1884, -0.8290, 1.6876], [0.2360, -0.0539, 0.4354], [-0.3362, -0.0559, 2.8643], [-1.3621, -2.1547, 0.2962], [-2.2021, -1.0258, 1.1530], [-1.7017, -2.4420, 2.0092], [0.6921, -1.4328, 1.9074], [0.4187, -0.8916, -0.2376], [1.1642, 0.4828, 0.6313], [-0.4974, 0.7165, 0.1973], [-5.2407, -0.7427, -0.4884], [-5.1073, 0.8426, -0.4792], [-4.7560, 1.4131, -1.8886], [-4.6486, 2.8737, -1.6134], [-4.7036, 3.7305, -2.7771], [-6.4623, 1.2708, -0.0305], [-5.5439, -1.1026, 0.4948], [-4.2797, -1.2482, -0.5837], [-5.9557, -1.2631, -1.1257], [-4.2259, 1.1830, 0.0642], [-5.4623, 1.2538, -2.7034], [-3.7561, 1.0769, -2.1630], [-5.6634, 3.6678, -3.2899], [-4.0880, 3.3730, -3.6026], [-4.5228, 4.7975, -2.6474], [-7.1788, 0.8444, -0.6005], [-6.4025, 2.1902, -0.4442], [3.0350, -3.7132, -0.7978], [3.1748, -4.1137, 0.6994], [4.0633, -3.2027, 1.5326], [3.8427, -3.2877, 2.9249], [4.9778, -3.1401, 3.7497], [1.7846, -4.2002, 1.1897], [2.5742, -4.4168, -1.4912], [4.0196, -3.6249, -1.2571], [2.4939, -2.7772, -0.9366], [3.5476, -5.1373, 0.7350], [3.9905, -2.1764, 1.1728], [5.1280, -3.3630, 1.3631], [5.2272, -2.0918, 3.9137], [5.8272, -3.7742, 3.4955], [4.7869, -3.5983, 4.7201], [1.5482, -3.3973, 1.7551], [1.7611, -4.9092, 1.9087], [-0.3484, 0.9584, -4.2369], [0.0771, -0.3517, -4.9195], [-0.9454, -1.5053, -4.5182], [-1.0095, -1.7662, -3.0936], [-0.0870, -2.8515, -2.7352], [0.2059, -0.3185, -6.3739], [-0.5234, 0.7354, -3.1844], [-1.3008, 1.2731, -4.6635], [0.4939, 1.6455, -4.3174], [1.1081, -0.4958, -4.5965], [-0.9225, -2.3971, -5.1445], [-1.9781, -1.2069, -4.6988], [-0.5169, -3.7375, -3.2024], [-0.0668, -3.1718, -1.6935], [0.9107, -2.7981, -3.1708], [0.1695, -1.2009, -6.8640], [0.9681, 0.1903, -6.7985], [1.4505, 4.0847, -1.9562], [1.5226, 3.0225, -0.8491], [2.8405, 2.9344, -0.1536], [3.7566, 2.2793, -1.0097], [4.8810, 1.8594, -0.2262], [0.4121, 3.4733, 0.0180], [2.4461, 4.0760, -2.3999], [1.0785, 5.0729, -1.6856], [0.8576, 3.7584, -2.8107], [1.2844, 2.0755, -1.3334], [2.7177, 2.3580, 0.7633], [3.1793, 3.9393, 0.0984], [5.5642, 1.3902, -0.9341], [4.4022, 1.1534, 0.4524], [5.3983, 2.6584, 0.3050], [-0.5008, 3.4384, -0.4127], [0.2592, 2.9194, 0.8485], [-3.0943, 0.2285, 4.2126], [-3.9870, 0.1406, 4.5465], [-3.0129, -0.4665, 3.5594], [-2.4216, 2.3458, 2.5952], [-2.4169, 2.3424, 1.6381], [-3.2006, 2.8502, 2.8297], [2.8734, -0.2765, 3.7355], [3.6975, -0.4139, 3.2683], [2.2942, 0.1246, 3.0875]],
  "forces_ev_per_angstrom": [[-0.150, 1.669, 0.586], [0.418, 0.228, 0.607], [0.865, 2.120, 4.191], [-2.357, -1.253, -3.645], [0.455, -3.357, -0.409], [2.711, 2.947, -2.050], [-1.665, -1.509, 0.789], [-1.528, 0.303, 0.108], [1.089, 0.751, 1.070], [0.252, -0.189, 1.213], [-0.046, -1.152, -0.738], [0.815, -0.310, -0.019], [-0.382, 0.393, 0.294], [0.360, -0.063, 0.206], [0.245, -0.825, -0.260], [-0.114, 0.713, -0.988], [0.183, -0.061, -0.017], [-0.262, -0.332, -0.644], [1.452, 0.169, 1.001], [-1.769, -3.122, -2.339], [0.473, 1.622, 1.129], [-0.121, 0.177, -0.999], [-0.545, -1.335, -0.806], [1.740, 1.545, -0.155], [-0.140, 0.535, 0.360], [0.197, 0.112, -0.506], [-0.049, 0.805, -0.659], [-0.642, -0.093, 1.009], [-0.250, -0.212, 0.146], [0.021, -0.195, -0.281], [-0.722, -0.023, 0.458], [0.880, -0.086, 0.295], [0.307, -0.328, 0.914], [0.126, -0.681, -0.142], [-0.861, 1.061, 0.609], [1.274, 0.287, -0.008], [-1.512, -0.490, -0.910], [1.185, 0.720, -0.202], [-0.331, -0.655, -0.071], [-0.210, -0.534, 0.696], [0.083, -0.300, 0.735], [-0.460, -0.518, 0.776], [0.355, 0.484, 0.072], [0.098, 0.146, 0.288], [0.257, -0.023, 0.021], [-0.697, 0.513, 0.105], [0.202, -0.686, -0.313], [0.310, -0.004, -0.144], [0.326, 0.365, -1.051], [-0.799, 0.437, 0.199], [-0.070, 0.690, -0.247], [-0.058, -0.429, 0.027], [0.013, -1.014, -0.519], [0.124, -0.995, 0.211], [-0.325, 1.093, 0.836], [1.961, -0.939, -0.323], [-1.313, -0.693, -1.102], [-1.170, 0.407, -1.101], [0.144, 0.019, 0.077], [0.199, 0.543, -0.139], [-0.463, 0.472, -0.089], [-0.115, -0.854, 1.012], [0.919, -0.444, 0.215], [0.054, 0.852, -0.318], [-0.050, -0.329, -0.288], [-0.033, 1.116, 0.273], [0.129, 0.723, 0.238], [-0.142, -0.197, 0.490], [0.056, 0.265, 0.644], [1.239, -0.833, -1.324], [-2.868, 1.304, -0.866], [-0.322, 0.090, -0.070], [0.558, 0.687, 0.299], [-1.017, -0.409, -0.975], [0.209, -0.397, 1.315], [0.247, 0.771, -0.098], [0.440, -0.147, 0.438], [-0.480, -0.219, 0.168], [0.301, -0.429, 0.149], [0.006, -0.058, 0.309], [0.205, 0.136, 0.193], [0.044, -0.174, 0.277], [0.891, -0.339, 0.512], [-0.180, 0.196, 0.050], [0.185, 0.144, -0.757], [0.495, -0.292, 0.415], [-0.302, -0.233, 0.123], [-0.274, 0.129, 0.356], [0.359, -0.292, -0.343], [-0.358, 0.405, -0.738], [0.312, -0.172, -0.267], [-0.104, 0.106, 0.417], [-0.154, -0.230, 0.180], [0.225, -0.210, 0.004], [-0.579, 0.412, -0.185]],
  "mulliken_charge": [0.540, 0.229, 1.089, -0.605, -0.793, -0.750, -0.737, -1.233, 1.502, -0.536, 0.074, 0.130, 0.081, 0.412, -0.737, 0.096, -0.243, 0.128, -1.398, 0.867, -0.765, -0.314, -0.846, -0.752, 0.430, 0.250, 0.398, -0.127, 0.378, 0.298, 0.355, 0.283, 0.283, 0.289, 0.371, -1.348, 0.306, -0.603, -0.273, -0.850, -0.594, 0.345, 0.463, 0.084, 0.326, 0.183, 0.588, 0.285, 0.378, 0.298, 0.047, 0.347, -1.113, 0.892, -1.186, -0.116, -1.042, -0.755, 0.078, 0.317, 0.327, 0.234, 0.511, 0.370, 0.476, 0.237, 0.361, 0.188, 0.225, -1.613, 1.478, -0.818, -0.337, -0.521, -0.716, 0.382, 0.399, 0.308, -0.231, 0.326, 0.355, 0.262, 0.091, 0.276, 0.275, 0.081, -0.253, 0.194, 0.231, -0.211, 0.214, 0.229, -0.487, 0.188, 0.270],
  "multiplicity": 6,
  "s2": 8.755,
  "total_charge": -1,
  "total_energy_ev": -135048.9052
}



{
  "formula": "C3H3N3O",
  "method": "the ωB97M-V functional and the def2-TZVPD basis",
  "symbols": ["N", "C", "C", "C", "O", "H", "H", "H", "N", "N"],
  "xyz": [[2.2992, -0.3918, 0.6583], [1.1573, -0.5940, 0.3042], [-0.0949, -0.8882, -0.0188], [-1.1941, -0.3618, 0.7972], [-1.0569, 0.2778, 1.8183], [2.7629, 0.4543, 0.3353], [-0.2928, -1.4665, -0.9143], [-2.2023, -0.5823, 0.3948], [-0.1102, 2.0689, -1.3406], [-0.9657, 2.2096, -2.0189]],
  "forces_ev_per_angstrom": [[-0.765, -0.113, -0.238], [0.513, 0.067, 0.121], [0.139, 0.010, 0.058], [0.065, 0.119, 0.195], [-0.056, -0.172, -0.332], [-0.018, -0.034, 0.025], [0.041, 0.060, 0.119], [0.067, -0.009, 0.073], [-1.336, 0.295, -1.109], [1.350, -0.223, 1.089]],
  "mulliken_charge": [-0.475, 0.650, -0.704, 0.041, -0.507, 0.300, 0.352, 0.342, 0.125, -0.122],
  "de_lowest_kj_mol": 77.9,
  "smiles": "N=C=CC=O.N#N"
}



> What is the formula in the first record?

C19H57CrCuN4O12S



> What is the formula in the first record?

C19H57CrCuN4O12S